No. 1
{
  "formula": "C48H58AsLuNO5P2S2Se",
  "method": "wB97M-V/def2-TZVPD",
  "species": ["Lu", "C", "P", "C", "C", "C", "P", "C", "C", "H", "H", "H", "H", "H", "H", "H", "H", "H", "H", "H", "H", "H", "H", "H", "H", "S", "C", "C", "C", "C", "C", "C", "As", "C", "C", "C", "C", "C", "C", "C", "C", "C", "C", "C", "C", "H", "H", "H", "H", "H", "H", "H", "H", "H", "H", "H", "H", "H", "H", "O", "S", "C", "C", "C", "C", "C", "C", "C", "C", "C", "C", "C", "C", "H", "H", "H", "H", "H", "H", "H", "H", "H", "H", "O", "Se", "O", "O", "O", "C", "C", "C", "C", "C", "C", "C", "C", "N", "C", "C", "C", "C", "H", "H", "H", "H", "H", "H", "H", "H", "H", "H", "H", "H", "H", "H", "H", "H", "H", "H"],
  "coordinates": [[0.438941, 0.280676, -0.534621], [-5.187827, 2.093596, -1.167978], [-4.136021, 0.763802, -0.424318], [-5.368355, -0.586760, -0.212411], [-3.967771, 1.427727, 1.300033], [-3.142093, 2.691279, 1.488915], [-1.476087, 2.782906, 0.638283], [-0.433040, 3.678122, 1.837354], [-1.721480, 4.103230, -0.657538], [-4.622012, 3.041478, -1.220637], [-6.142751, 2.195321, -0.589576], [-5.403782, 1.822264, -2.201495], [-6.424486, -0.204136, -0.228203], [-5.153626, -1.101720, 0.716778], [-5.210809, -1.282284, -1.064103], [-3.547702, 0.591589, 1.906920], [-4.998824, 1.587555, 1.692165], [-2.919879, 2.884211, 2.569344], [-3.719000, 3.587214, 1.174217], [-0.715964, 4.721290, 2.026055], [0.588799, 3.694300, 1.432164], [-0.376594, 3.143326, 2.801195], [-2.626506, 4.713660, -0.434507], [-1.883669, 3.616398, -1.626678], [-0.823661, 4.743449, -0.700743], [-2.080795, -1.181151, 0.048074], [-2.408227, -1.977309, 1.588494], [-3.222333, -3.138295, 1.565789], [-3.704574, -3.734002, 2.736302], [-3.328287, -3.197713, 3.969420], [-2.460899, -2.112195, 4.029646], [-1.933798, -1.549815, 2.850543], [-0.407725, -0.308487, 2.997701], [-0.861690, 0.502150, 4.732075], [-1.991622, 1.333381, 4.764488], [-2.324258, 2.044358, 5.934629], [-1.548106, 1.908939, 7.094061], [-0.427041, 1.079014, 7.047668], [-0.066421, 0.396092, 5.900453], [1.031330, -1.532022, 3.671155], [2.247288, -0.979652, 4.111472], [3.309080, -1.801544, 4.464682], [3.151550, -3.192137, 4.544661], [1.931217, -3.721938, 4.124536], [0.906362, -2.936198, 3.613919], [-3.453939, -3.565725, 0.606529], [-4.322225, -4.606765, 2.665986], [-3.737024, -3.591898, 4.889655], [-2.130896, -1.743677, 4.992471], [-2.668061, 1.377988, 3.899769], [-3.196654, 2.658439, 5.953669], [-1.825856, 2.430341, 8.008411], [0.152408, 0.954662, 7.962957], [0.809464, -0.246372, 5.888431], [2.357483, 0.084604, 4.079988], [4.244890, -1.304049, 4.707932], [3.922126, -3.797831, 5.005394], [1.745541, -4.793670, 4.206573], [0.004556, -3.374675, 3.189785], [0.700570, -1.420294, -1.761071], [0.875362, -2.876082, -1.395791], [0.640999, -3.687570, -3.025525], [-0.281993, -4.722307, -3.148269], [-0.436247, -5.395865, -4.365632], [0.315410, -5.039075, -5.511558], [1.235699, -3.980379, -5.375487], [1.394168, -3.303574, -4.158454], [2.638191, -3.347802, -1.200039], [3.726847, -2.485032, -1.344010], [5.001378, -3.038620, -1.287212], [5.236324, -4.390078, -0.961590], [4.131422, -5.180192, -0.652121], [2.832397, -4.674698, -0.804028], [-0.865071, -5.018369, -2.279316], [-1.111079, -6.247538, -4.381650], [0.205513, -5.579594, -6.443378], [1.836258, -3.680850, -6.222767], [2.161790, -2.522282, -4.071365], [3.583521, -1.438864, -1.568173], [5.858225, -2.343067, -1.413897], [6.251338, -4.801795, -0.923199], [4.248235, -6.199266, -0.272103], [1.987061, -5.331187, -0.605136], [2.888867, 0.321751, -0.629469], [2.839539, -0.132388, 0.932795], [4.250556, -0.503278, 1.658617], [1.828553, -1.412329, 0.789331], [1.953428, 1.115570, 1.640518], [3.087226, 4.816086, -4.878740], [2.607473, 4.208631, -3.589411], [3.134728, 4.625187, -2.348662], [2.685132, 4.040391, -1.141252], [3.263939, 4.519659, 0.158498], [1.711815, 3.073461, -1.182976], [1.168741, 2.558936, -2.408857], [1.720948, 3.136141, -3.634204], [0.237168, 1.590496, -2.377473], [-0.497912, 1.233313, -3.639300], [0.346574, 0.366934, -4.552755], [-1.054029, 2.514995, -4.323262], [-1.693072, 0.354462, -3.231059], [3.857407, 5.586630, -4.701962], [2.261573, 5.290860, -5.440320], [3.519227, 4.041816, -5.544775], [3.885269, 5.407944, -2.312924], [4.200153, 5.045784, -0.061943], [3.443185, 3.681550, 0.867872], [2.612110, 5.257552, 0.646441], [1.487625, 2.589113, -0.221098], [1.463977, 2.733113, -4.602319], [1.089598, 0.933566, -5.139412], [-0.312570, -0.176882, -5.265273], [0.889975, -0.364200, -3.926143], [-0.482315, 2.891625, -5.196092], [-1.148728, 3.307111, -3.569733], [-2.094855, 2.343541, -4.685406], [-1.333832, -0.593794, -2.759235], [-2.369625, 0.060906, -4.051841], [-2.352829, 0.868781, -2.474342]],
  "forces_ev_per_a": [[-0.170, 0.823, 1.085], [-0.721, 0.168, 0.657], [0.542, 1.066, -0.680], [-0.572, 0.347, -0.662], [-0.698, -0.878, 0.658], [0.189, 1.116, 0.369], [0.244, -0.397, -0.548], [0.414, 0.231, 0.516], [-0.496, -0.009, 0.253], [-0.312, -0.321, 0.238], [0.572, 0.326, -0.577], [-0.153, -0.088, -0.006], [0.874, -0.360, 0.129], [-0.080, -0.248, 0.127], [-0.207, 0.283, 0.603], [-0.141, 0.458, -0.429], [0.505, 0.036, -0.061], [-0.238, -0.302, -0.760], [0.233, -0.460, 0.036], [-0.209, -0.162, -0.038], [-0.249, -0.061, 0.102], [-0.092, 0.085, -0.389], [0.661, -0.226, -0.039], [0.165, 0.143, 0.202], [-0.365, -0.320, -0.087], [0.968, -0.527, 0.254], [0.551, -0.492, 0.244], [-0.109, 0.240, 0.719], [0.986, 0.961, -0.431], [-0.361, 0.265, 0.101], [0.169, -0.471, -0.898], [-0.101, -0.087, 0.663], [0.226, -0.328, -0.057], [0.094, 0.376, 0.555], [-0.066, 0.000, 0.651], [0.792, -0.821, -0.061], [-0.134, -0.130, -0.843], [-0.115, 0.223, 0.695], [-0.604, -0.026, -0.921], [-0.210, -0.477, -0.233], [-0.745, -0.860, -0.650], [0.017, -0.035, 0.389], [-0.616, 1.017, 0.015], [0.061, -0.700, 0.034], [0.079, 1.203, 0.221], [-0.214, -0.013, -0.267], [-0.270, -0.313, 0.050], [0.023, -0.161, 0.055], [0.008, 0.019, 0.016], [0.413, 0.035, 0.367], [-0.493, 0.354, -0.049], [0.102, -0.098, -0.192], [0.025, -0.005, -0.252], [-0.186, 0.139, 0.112], [0.240, 0.452, 0.021], [-0.034, -0.301, 0.056], [0.005, -0.123, -0.303], [0.202, 0.133, -0.124], [0.151, -0.040, 0.250], [0.573, -0.475, -0.708], [0.278, -1.111, -0.483], [0.394, 0.122, -0.664], [0.207, 0.131, 0.015], [0.517, 0.071, -0.521], [-0.088, 0.503, 1.725], [-0.525, -0.151, 0.392], [0.067, -0.285, 0.340], [0.048, -0.087, 0.220], [-0.318, -0.870, -0.693], [1.005, 0.233, 0.330], [-0.511, 0.599, -0.002], [-0.263, -0.058, -0.109], [0.211, 0.210, -0.053], [0.038, 0.008, -0.145], [-0.007, 0.192, -0.194], [0.001, 0.064, 0.063], [0.046, 0.033, -0.023], [-0.464, -0.294, -0.018], [-0.042, 0.094, 0.082], [-0.636, -0.655, -0.006], [-0.447, 0.284, 0.085], [0.035, 0.310, -0.293], [0.061, 0.173, -0.006], [-0.340, 0.793, -1.477], [1.446, 0.675, 2.470], [-0.824, 0.423, -0.644], [-1.380, -0.345, 0.130], [0.259, -1.059, -0.929], [0.240, 0.165, -0.497], [0.462, -0.463, 0.985], [-0.718, -0.202, -0.161], [0.331, 0.573, -1.040], [0.240, -0.149, 0.340], [-0.336, -0.798, -0.382], [1.566, 1.533, -1.135], [-0.445, -0.035, 1.569], [-0.939, -1.323, 0.020], [-0.262, 0.417, 0.544], [0.513, -0.433, -0.729], [-0.831, -0.002, -0.442], [-0.596, -0.058, 1.364], [-0.280, -0.317, -0.065], [0.277, -0.171, 0.261], [-0.164, 0.365, 0.314], [-0.032, 0.027, -0.031], [-0.024, -0.208, 0.261], [-0.092, 0.533, -0.434], [-0.009, -0.222, -0.039], [-0.196, 0.248, -0.280], [-0.117, 0.129, 0.156], [-0.282, -0.281, 0.230], [0.453, 0.242, 0.324], [-0.293, 0.246, -0.424], [-0.228, -0.247, 0.652], [0.244, -0.062, -0.314], [0.637, -0.099, 0.136], [-0.280, 0.616, -0.324], [0.520, 0.209, -0.005], [0.751, -0.418, -0.624]],
  "lowdin_charge": [1.489, -0.319, 0.725, -0.303, -0.457, -0.423, 0.844, -0.299, -0.272, 0.017, 0.035, 0.020, 0.043, 0.012, 0.036, 0.045, 0.086, 0.058, 0.070, 0.045, 0.010, 0.033, 0.036, 0.001, 0.042, 0.464, -0.693, -0.145, -0.099, -0.115, -0.121, -0.423, 1.345, -0.380, -0.127, -0.086, -0.102, -0.104, -0.091, -0.357, -0.169, -0.089, -0.086, -0.104, -0.094, 0.081, 0.086, 0.087, 0.094, 0.074, 0.085, 0.094, 0.099, 0.083, 0.093, 0.105, 0.091, 0.094, 0.099, -0.704, 1.062, -0.328, -0.086, -0.079, -0.067, -0.073, -0.059, -0.346, -0.073, -0.059, -0.078, -0.088, -0.084, 0.110, 0.098, 0.096, 0.099, 0.120, 0.087, 0.121, 0.102, 0.102, 0.110, -0.534, 0.682, -0.440, -0.563, -0.577, -0.075, -0.293, -0.040, -0.288, -0.054, -0.068, -0.309, -0.004, -0.122, -0.607, -0.058, -0.049, -0.100, 0.069, 0.076, 0.080, 0.092, 0.068, 0.089, 0.075, 0.041, 0.070, 0.068, 0.091, 0.061, 0.074, 0.063, 0.079, 0.043, 0.084, 0.029],
  "de_lowest_kcal_mol": 0.0,
  "e_homo_ev": -4.236,
  "orbital_gap_ev": 6.42,
  "charge": -1,
  "max_force_ha_per_bohr": 0.0572,
  "energy_ha": -9646.713167
}

---

No. 2
{
  "formula": "C3H3NO2S",
  "method": "wB97M-V/def2-TZVPD",
  "species": ["O", "C", "O", "C", "N", "C", "S", "H", "H", "H"],
  "coordinates": [[0.263912, 2.148786, -0.013413], [0.256695, 0.795136, -0.040195], [1.462008, 0.127181, 0.063336], [1.091750, -1.172100, 0.009990], [-0.159028, -1.379346, -0.081046], [-0.768420, -0.083587, -0.104120], [-2.454250, 0.177425, 0.016652], [1.191928, 2.404230, -0.086484], [1.896568, -1.886999, 0.072095], [-2.781164, -1.130725, 0.163187]],
  "forces_ev_per_a": [[0.440, -0.767, 0.009], [-0.271, 0.221, 0.174], [-0.811, 0.768, -0.369], [0.348, -0.187, 0.116], [-0.969, 0.487, -0.003], [2.391, -1.110, 0.300], [-1.233, -0.099, -0.112], [-0.050, 0.327, 0.015], [-0.105, -0.055, -0.054], [0.260, 0.415, -0.076]],
  "nbo_charge": [-0.647, 0.503, -0.439, 0.319, -0.440, -0.197, 0.055, 0.495, 0.196, 0.156],
  "de_lowest_kcal_mol": 42.7,
  "e_homo_ev": -8.125,
  "orbital_gap_ev": 8.68,
  "max_force_ha_per_bohr": 0.0516,
  "energy_ha": -719.512136
}

---

No. 3
{
  "formula": "C4H7NO2",
  "method": "wB97M-V/def2-TZVPD",
  "species": ["C", "C", "O", "O", "C", "N", "C", "H", "H", "H", "H", "H", "H", "H"],
  "coordinates": [[1.188951, 0.934996, 0.853514], [0.404722, -0.275602, 0.390146], [1.176030, -1.461895, 0.539833], [-0.902629, -0.369665, 1.133176], [-1.633715, -0.376187, -0.079584], [-1.499787, 0.772132, -0.956938], [-0.373859, -0.142159, -0.865797], [2.084616, 1.074413, 0.238455], [1.506442, 0.812767, 1.893943], [0.588792, 1.848174, 0.792420], [1.890166, -1.397183, -0.114871], [-2.273121, -1.206806, -0.356376], [-2.031048, 0.625305, -1.814276], [-0.125560, -0.838290, -1.653646]],
  "forces_ev_per_a": [[0.057, 0.169, 0.366], [-0.605, 1.752, 2.109], [-1.059, 0.688, -0.634], [0.866, 0.346, 0.376], [1.467, -1.492, -1.815], [0.391, 1.327, 1.757], [-0.743, -2.629, -2.521], [-0.098, -0.107, 0.006], [-0.047, -0.088, -0.150], [-0.009, -0.251, -0.113], [-0.168, -0.075, 0.255], [-0.327, 0.226, 0.618], [0.275, -0.148, 0.220], [0.001, 0.281, -0.475]],
  "nbo_charge": [-0.655, 0.513, -0.694, -0.499, 0.215, -0.589, -0.193, 0.207, 0.228, 0.234, 0.474, 0.185, 0.378, 0.196],
  "de_lowest_kcal_mol": 90.3,
  "e_homo_ev": -8.873,
  "orbital_gap_ev": 9.65,
  "max_force_ha_per_bohr": 0.0723,
  "energy_ha": -361.736906
}

---

No. 4
{
  "formula": "C5H12O3S2",
  "method": "wB97M-V/def2-TZVPD",
  "species": ["C", "C", "C", "C", "C", "O", "O", "O", "S", "S", "H", "H", "H", "H", "H", "H", "H", "H", "H", "H", "H", "H"],
  "coordinates": [[-1.863339, 0.354655, 0.037356], [-0.963082, 1.177861, 2.274911], [0.076385, 2.198067, 0.006799], [2.104397, -2.637969, -1.432970], [-0.603199, 0.927062, 0.745488], [0.009013, -1.662317, 1.236640], [1.943109, -0.407066, -2.650824], [-0.172776, -1.627510, -2.489372], [0.695684, -0.450346, 0.793805], [1.027179, -1.191401, -1.825314], [-2.322138, -0.317525, 0.743232], [-2.666260, 1.049090, -0.300554], [-1.410750, -0.229723, -0.832960], [-0.287773, 1.918832, 2.689579], [-1.025751, 0.250526, 2.928331], [-1.993024, 1.510582, 2.308800], [1.081128, 2.244015, 0.195584], [-0.133963, 2.226654, -1.021481], [-0.325215, 3.044246, 0.555137], [2.115111, -3.448436, -2.188513], [3.066674, -2.076450, -1.253028], [1.648589, -2.852845, -0.520647]],
  "forces_ev_per_a": [[1.522, -0.473, -1.166], [0.246, -0.960, -0.544], [-3.051, -1.600, 2.614], [0.603, 1.913, -0.366], [-0.051, 0.459, 0.034], [-0.269, -0.663, 0.395], [-0.509, 0.806, 0.738], [-0.974, -0.161, 0.560], [-0.268, 1.018, -1.065], [2.028, -0.258, -1.846], [-0.193, -0.568, -0.015], [1.026, -0.036, 0.232], [-1.435, 0.638, 0.801], [-0.032, -0.003, 0.340], [0.626, 0.859, -1.023], [-0.138, 0.608, -0.122], [2.789, -0.159, 0.280], [-0.337, 0.012, -1.283], [-0.320, 0.384, -0.387], [-0.159, 0.815, 0.434], [-0.831, -1.130, -0.326], [-0.273, -1.500, 1.712]],
  "nbo_charge": [-0.648, -0.648, -0.617, -0.820, -0.179, -0.872, -0.919, -0.902, 1.047, 1.796, 0.224, 0.232, 0.233, 0.216, 0.237, 0.226, 0.212, 0.229, 0.219, 0.262, 0.248, 0.226],
  "de_lowest_kcal_mol": 26.3,
  "e_homo_ev": [-8.954, -9.004],
  "orbital_gap_ev": [7.23, 7.63],
  "max_force_ha_per_bohr": 0.0841,
  "energy_ha": -1219.683390
}